{
  "formula": "C27H30BrClN3O7Sr",
  "method": "the ωB97M-V functional and the def2-TZVPD basis",
  "homo_ev": -4.96,
  "de_lowest_kcal_mol": 0.0,
  "e_tot_ev": -130689.6235,
  "orbital_gap_ha": 0.2569,
  "total_charge": -1,
  "symbols": ["Sr", "Br", "Cl", "O", "O", "O", "O", "O", "O", "O", "N", "N", "N", "C", "C", "C", "C", "C", "C", "C", "C", "C", "C", "C", "C", "C", "C", "C", "C", "C", "C", "C", "C", "C", "C", "C", "C", "C", "C", "C", "H", "H", "H", "H", "H", "H", "H", "H", "H", "H", "H", "H", "H", "H", "H", "H", "H", "H", "H", "H", "H", "H", "H", "H", "H", "H", "H", "H", "H", "H"],
  "xyz": [[2.47776, -0.08698, -0.31702], [0.51454, -1.04651, 2.37651], [5.28433, 1.17423, -0.46630], [1.63222, -0.92067, -2.48068], [4.51718, 1.46547, 0.74704], [6.44731, 1.99271, -0.52973], [0.46775, -0.25840, -4.65813], [4.40132, 1.42921, -1.59722], [5.60901, -0.23023, -0.46388], [0.57656, 1.09212, 0.29061], [2.12262, -3.14876, -2.07879], [3.71641, -1.75751, 1.45517], [2.60891, -2.67185, -0.90095], [-1.99825, 0.24577, 2.72539], [1.09955, -2.52963, -4.14917], [-0.83139, 0.25024, 1.98272], [-1.19955, 2.30835, -1.83173], [0.02938, -1.93230, -6.23916], [4.30635, -1.34543, 2.57003], [1.64906, -2.15426, -2.81720], [0.07263, -3.25067, -6.64257], [-1.58215, 2.08233, 0.63741], [4.97290, -3.56080, 3.14321], [-2.59520, 3.99821, -0.69062], [-4.38887, 0.18295, 4.30877], [-5.48208, 1.01676, 2.24462], [-0.16606, 3.96215, -0.23885], [4.36947, -3.99442, 1.97564], [-4.45554, 2.62226, 3.86250], [-0.54694, 1.14038, 0.93213], [3.74982, -3.06042, 1.15254], [-1.38848, 3.07261, -0.51284], [-4.30856, 1.24115, 3.20864], [-2.98896, 1.17067, 2.44255], [4.94801, -2.20694, 3.45040], [0.62591, -4.22607, -5.81503], [3.14814, -3.51084, -0.10885], [1.13008, -3.85624, -4.58345], [-2.74177, 2.06335, 1.39346], [0.54009, -1.55603, -4.99437], [5.46426, -4.26642, 3.80133], [-0.39578, -1.16117, -6.86834], [-0.32102, 4.54850, 0.67056], [4.37745, -5.03812, 1.68998], [-0.35339, 1.62802, -1.77606], [1.56552, -4.58828, -3.91789], [3.18477, -4.57001, -0.36310], [-3.59106, 0.30863, 5.04356], [5.41694, -1.82166, 4.34483], [-5.49644, 1.76838, 1.45416], [-5.34408, 0.26935, 4.83203], [-2.09306, 1.72453, -2.06572], [-2.10721, -0.48722, 3.51219], [-5.40214, 2.69135, 4.40649], [0.66071, -5.26012, -6.13196], [4.27473, -0.27801, 2.75554], [-3.51332, 2.78456, 1.15751], [-3.63902, 2.80224, 4.56458], [-0.32689, -3.52478, -7.61185], [-4.32053, -0.82657, 3.89866], [-2.77788, 4.60672, 0.19843], [-0.01472, 4.65680, -1.06993], [-4.43501, 3.41829, 3.11692], [-5.40667, 0.03640, 1.77032], [-2.39951, 4.67713, -1.52362], [-1.02902, 3.01127, -2.65179], [-3.50588, 3.44128, -0.92338], [0.88531, -0.19292, -3.76189], [0.73379, 3.36513, -0.11466], [-6.43437, 1.07077, 2.78032]],
  "atomic_forces_ev_per_a": [[0.191, 0.050, 0.015], [-0.001, 0.002, -0.005], [0.048, 0.139, 0.077], [-0.062, -0.012, -0.092], [-0.051, -0.125, -0.102], [0.001, -0.039, -0.010], [0.005, -0.009, -0.002], [-0.125, -0.021, 0.075], [0.086, -0.025, 0.009], [-0.125, 0.047, -0.001], [-0.026, 0.054, 0.059], [-0.086, 0.045, -0.061], [0.077, 0.126, 0.032], [0.012, 0.006, -0.018], [0.009, -0.019, 0.027], [0.036, -0.021, -0.007], [-0.002, -0.017, -0.020], [-0.010, -0.008, -0.026], [0.075, -0.073, 0.082], [-0.019, -0.033, -0.022], [0.008, -0.012, 0.011], [-0.005, -0.028, 0.003], [-0.006, 0.119, 0.003], [-0.008, 0.004, -0.003], [0.002, -0.003, 0.009], [-0.006, 0.000, -0.007], [0.009, 0.001, 0.009], [0.075, 0.031, 0.179], [0.004, 0.007, 0.006], [0.028, 0.039, -0.008], [0.000, -0.173, -0.161], [0.003, 0.036, 0.009], [-0.001, 0.006, -0.006], [0.000, -0.023, 0.016], [-0.033, -0.081, -0.065], [-0.007, 0.020, -0.001], [-0.102, -0.046, -0.018], [-0.005, -0.011, -0.015], [0.002, 0.016, -0.019], [-0.005, 0.011, 0.011], [-0.002, 0.005, 0.003], [0.001, 0.003, 0.005], [-0.002, -0.001, -0.001], [-0.002, 0.009, 0.009], [0.000, 0.003, 0.006], [-0.001, 0.002, 0.001], [0.050, -0.002, 0.004], [-0.002, 0.001, -0.001], [-0.006, 0.008, -0.006], [0.001, 0.000, 0.002], [-0.001, -0.001, -0.001], [0.001, 0.003, 0.004], [-0.015, 0.006, 0.003], [0.001, -0.001, -0.002], [0.001, 0.000, 0.000], [0.005, -0.004, 0.011], [-0.003, -0.002, 0.003], [-0.001, -0.003, -0.001], [-0.002, 0.003, -0.001], [-0.002, 0.003, -0.001], [0.003, -0.003, 0.001], [-0.007, -0.003, -0.004], [-0.002, -0.001, 0.001], [0.003, 0.000, 0.005], [0.001, -0.002, 0.001], [-0.001, 0.000, 0.001], [0.004, -0.002, 0.001], [0.001, 0.003, -0.002], [-0.006, -0.001, 0.001], [0.001, -0.001, 0.000]]
}

=====

{
  "formula": "C3H3N2O",
  "method": "the ωB97M-V functional and the def2-TZVPD basis",
  "spin_multiplicity": 3,
  "homo_ev": [-0.56, -3.89],
  "de_lowest_kcal_mol": 103.4,
  "e_tot_ev": -8178.9585,
  "orbital_gap_ha": [0.1799, 0.2454],
  "total_charge": -1,
  "s2": 2.0078,
  "symbols": ["O", "N", "N", "C", "C", "C", "H", "H", "H"],
  "xyz": [[0.87814, 2.30648, -0.49815], [-3.99289, 0.99144, -0.30910], [0.46393, 1.22367, 0.07098], [-0.41952, 0.43252, 0.54174], [-2.91906, 0.63735, -0.22633], [1.16408, 0.02703, 0.56115], [-1.77600, 0.40220, -0.28944], [1.73598, -0.83200, 0.02570], [1.73315, 0.21920, 1.47449]],
  "atomic_forces_ev_per_a": [[-0.779, -0.301, 0.468], [-2.597, 0.679, 0.020], [6.778, 3.091, -2.317], [-2.401, -4.381, 1.822], [1.297, -0.248, -0.848], [-0.249, -0.223, 0.037], [-0.011, -0.582, 0.798], [-1.856, 1.415, 0.101], [-0.182, 0.549, -0.082]]
}

=====

{
  "formula": "C4H4N2O2S",
  "method": "the ωB97M-V functional and the def2-TZVPD basis",
  "homo_ev": -8.29,
  "de_lowest_kcal_mol": 91.9,
  "e_tot_ev": -22119.6591,
  "orbital_gap_ha": 0.2872,
  "symbols": ["S", "O", "O", "N", "N", "C", "C", "C", "C", "H", "H", "H", "H"],
  "xyz": [[-2.18885, -0.70861, -0.04543], [2.26550, 0.62414, -0.19209], [2.09467, -1.74431, 0.16319], [-0.56989, -1.30517, -0.17758], [0.48120, 2.22348, -0.07336], [-0.41353, 1.03740, 0.08325], [0.26968, -0.25459, 0.07905], [1.62753, -0.65498, 0.15413], [-1.81860, 1.01807, 0.12039], [0.52143, 3.13540, 0.73323], [1.63536, 1.78234, -0.29665], [-2.63778, 1.76760, 0.03409], [3.25161, 0.31028, -0.37696]],
  "atomic_forces_ev_per_a": [[2.071, 0.288, -0.474], [6.142, -5.099, 0.079], [0.842, 1.095, 0.514], [-1.587, 2.398, 1.617], [1.387, 1.230, 1.996], [2.249, 3.520, 0.706], [-5.992, -1.825, -0.670], [0.139, 1.824, -1.994], [1.499, -2.344, -0.611], [-0.704, -4.045, -2.995], [-4.818, 2.189, 1.162], [1.239, -0.575, 0.237], [-2.467, 1.344, 0.432]]
}

=====

{
  "formula": "C2H4N2Se",
  "method": "the ωB97M-V functional and the def2-TZVPD basis",
  "homo_ev": -8.38,
  "de_lowest_kcal_mol": 52.6,
  "e_tot_ev": -70461.2141,
  "orbital_gap_ha": 0.3078,
  "symbols": ["Se", "N", "N", "C", "C", "H", "H", "H", "H"],
  "xyz": [[2.23368, 0.20944, 0.13488], [0.33189, -0.20204, -0.43904], [-0.86868, 0.27620, -0.29509], [-1.39827, 1.35209, 0.01302], [1.08449, -1.31653, 0.06252], [0.67422, -1.75254, 1.03849], [1.41237, -2.08791, -0.59530], [-1.02974, 2.33972, 0.11466], [-2.43995, 1.18157, -0.03415]],
  "atomic_forces_ev_per_a": [[-0.409, 0.883, 0.273], [1.766, 0.274, -1.632], [1.906, -3.696, 1.142], [-0.931, 0.563, -0.531], [-2.740, -0.020, 2.249], [0.803, 0.730, -1.181], [-0.095, -0.225, -0.872], [1.011, 0.731, 0.416], [-1.311, 0.759, 0.135]]
}

=====

{
  "formula": "C17H16N4O3S",
  "method": "the ωB97M-V functional and the def2-TZVPD basis",
  "homo_ev": -7.87,
  "de_lowest_kcal_mol": 60.1,
  "e_tot_ev": -40826.4707,
  "orbital_gap_ha": 0.3024,
  "symbols": ["S", "O", "O", "O", "N", "N", "N", "N", "C", "C", "C", "C", "C", "C", "C", "C", "C", "C", "C", "C", "C", "C", "C", "C", "C", "H", "H", "H", "H", "H", "H", "H", "H", "H", "H", "H", "H", "H", "H", "H", "H"],
  "xyz": [[2.43797, -2.23154, -3.54219], [-1.31214, -0.30754, 3.69244], [-2.54169, 1.95217, 2.37955], [3.52327, 2.46780, -1.18489], [-0.47919, -2.58163, -2.43543], [1.71820, 1.07193, -1.45560], [-0.59792, -0.77642, -1.27356], [-1.76773, -1.47937, -1.07369], [1.45950, 0.98838, 1.69196], [-2.63666, 0.18623, 4.07092], [1.65698, 2.98812, 0.19846], [-2.64522, -3.69290, -1.83827], [0.71581, 0.16049, 2.53926], [0.86166, 2.14068, 1.14386], [-0.62597, 0.49260, 2.82395], [-0.48917, 2.44392, 1.38185], [-1.22501, 1.62803, 2.23405], [-1.68843, -2.55348, -1.79633], [3.75419, -1.15111, -3.65783], [2.24732, 0.05648, -2.28872], [1.53165, -1.09308, -2.54147], [-3.33199, 0.91932, 2.95727], [3.53078, 0.03527, -2.93683], [2.36700, 2.19717, -0.91331], [0.18671, -1.43939, -2.09389], [-3.70294, 0.18153, 2.18041], [-0.09315, -3.38416, -2.94735], [4.66273, -1.27953, -4.24954], [4.24111, 0.85292, -2.93023], [0.77318, 0.92374, -1.08732], [-4.21227, 1.39375, 3.39806], [-3.25717, -0.68011, 4.38433], [-2.61135, -4.22937, -2.80060], [-2.46882, 0.85655, 4.91424], [-2.48593, -4.38477, -1.07102], [1.00799, 3.79325, -0.27825], [1.16391, -0.72507, 2.96164], [2.48473, 0.71387, 1.48538], [2.44302, 3.51581, 0.76753], [-0.95669, 3.27907, 0.85746], [-3.63827, -3.24961, -1.66628]],
  "atomic_forces_ev_per_a": [[-0.246, 0.857, 0.384], [-1.161, -0.125, -0.007], [-0.356, -0.466, 0.591], [-0.443, -0.028, -0.364], [0.551, -1.147, -0.876], [-0.223, 0.892, 0.345], [0.419, 0.769, 0.134], [0.250, 0.323, -0.379], [-1.134, 0.095, 0.608], [1.047, -0.390, 0.045], [-0.539, 0.916, -0.710], [-0.902, 1.410, -1.316], [-0.598, 1.055, -0.466], [-0.483, -0.426, -0.160], [0.276, 0.388, -0.130], [1.103, -0.620, 0.036], [0.519, -0.359, -0.412], [0.790, -0.613, 0.160], [-0.020, 2.268, 1.068], [0.011, 0.362, 0.382], [-0.006, -0.583, -0.355], [-0.711, -0.717, -0.703], [0.037, -1.336, -0.878], [1.112, -1.046, 0.051], [-0.629, -0.252, 0.608], [0.637, 0.856, 0.544], [-0.414, 0.762, 0.315], [-0.550, -0.447, 0.205], [-0.190, -0.134, 0.166], [0.326, -0.355, -0.278], [0.029, 0.062, -0.191], [0.594, 0.482, -0.161], [-0.129, 0.337, 0.317], [-0.152, 0.025, 0.133], [0.468, -1.056, 1.267], [0.717, -0.986, 0.534], [-0.134, -0.095, 0.157], [0.067, 0.170, -0.152], [-0.148, -0.226, -0.568], [0.015, -0.241, 0.324], [0.200, -0.379, -0.267]]
}

=====

{
  "formula": "C2H4N2OS",
  "method": "the ωB97M-V functional and the def2-TZVPD basis",
  "homo_ev": -9.22,
  "de_lowest_kcal_mol": 115.2,
  "e_tot_ev": -17997.6632,
  "orbital_gap_ha": 0.2938,
  "symbols": ["S", "O", "N", "N", "C", "C", "H", "H", "H", "H"],
  "xyz": [[-1.02515, 0.56116, 0.82967], [-2.06952, 1.14975, 0.01110], [1.19684, 0.04178, -0.63639], [-0.65811, -0.97777, 0.12782], [0.61370, 1.13147, 0.07067], [0.52827, -1.02839, -0.51327], [0.38624, 1.96147, -0.60115], [1.28639, 1.46447, 0.86328], [0.85697, -1.94878, -0.97170], [-1.11563, -2.35516, 0.81997]],
  "atomic_forces_ev_per_a": [[0.841, -0.403, -0.082], [-0.706, 0.455, -0.315], [0.715, -0.275, -0.490], [-2.685, -4.458, 2.803], [-0.284, -0.188, 0.492], [0.971, 0.244, -0.486], [-0.275, 0.005, 0.164], [-0.091, 0.067, 0.036], [-0.045, -0.179, -0.023], [1.558, 4.733, -2.099]]
}